Entry 1:
Computed, not measured: an isolated ion of composition C4H8NS and charge +1 in a non-equilibrium geometry, with the ωB97M-V functional and the def2-TZVPD basis.

Structure (XYZ):
```
14
Properties=species:S:1:pos:R:3:lowdin_charge:R:1
C 0.96 -1.30 0.54 -0.116
C 0.05 -0.63 -0.48 -0.518
S -1.63 -1.42 -0.05 0.823
N -0.21 0.83 -0.34 0.000
C -0.44 1.99 -0.76 0.124
C -0.74 1.77 0.66 0.020
H 0.85 -2.38 0.46 0.087
H 1.95 -1.00 0.32 0.074
H 0.73 -1.03 1.61 0.108
H 0.35 -0.97 -1.44 0.114
H -2.41 -1.32 -1.10 -0.152
H -0.41 2.62 -1.70 0.193
H -0.04 2.28 1.37 0.146
H -1.75 1.84 0.90 0.097
```

As for the structure (SMILES): C[C@@H](S)[N+]1=CC1. Its multiplicity is 1. The energy relative to the best compared isomer or geometry (same formula, charge and spin) comes out at 242.9 kJ/mol. Its net charge is +1.


Entry 2:
Computed, not measured: a 2-piece molecular cluster, C3H9N3 overall in a non-equilibrium geometry, with the ωB97M-V functional and the def2-TZVPD basis.

Structure (XYZ):
```
15
Properties=species:S:1:pos:R:3:lowdin_charge:R:1
H -4.52 -4.23 -0.01 0.031
N -3.91 -4.52 0.74 0.047
C -4.21 -4.08 1.88 -0.411
N -3.37 -4.05 2.98 0.062
H -5.26 -3.89 2.11 0.110
H -2.59 -4.67 2.81 0.086
H -3.77 -4.07 3.90 0.076
C 3.38 4.06 -3.06 -0.112
N 2.90 4.17 -1.91 -0.108
C 3.39 3.38 -0.78 -0.148
H 3.13 4.70 -3.92 0.065
H 4.05 3.22 -3.38 0.075
H 2.58 3.38 -0.04 0.073
H 4.03 2.54 -1.00 0.064
H 4.18 4.06 -0.33 0.091
```

As for the structure (SMILES): [H]/N=C/N.C=NC. Its multiplicity is 1. The energy relative to the best compared isomer or geometry (same formula, charge and spin) comes out at 208.2 kJ/mol. Its net charge is 0.


Entry 3:
Computed, not measured: one molecule with the formula C5H7NO, with the ωB97M-V functional and the def2-TZVPD basis.

Structure (XYZ):
```
14
Properties=species:S:1:pos:R:3:lowdin_charge:R:1
C -1.78 -0.88 0.03 0.009
C -0.85 -0.67 0.96 -0.192
C 0.64 -0.73 0.64 -0.147
C 0.85 0.73 0.24 -0.144
N 1.60 1.49 -0.89 0.162
C 0.32 1.10 -1.07 -0.495
O -0.48 0.88 -1.93 0.089
H -1.51 -1.24 -0.95 0.066
H -2.82 -0.61 0.19 0.065
H -1.12 -0.23 1.92 0.103
H 0.82 -1.44 -0.17 0.120
H 1.23 -1.05 1.51 0.106
H 0.80 1.40 1.10 0.135
H 2.30 1.24 -1.59 0.122
```

As for the structure (SMILES): C=CC[C@H]1NC1=O. Its multiplicity is 1. The energy relative to the best compared isomer or geometry (same formula, charge and spin) comes out at 275.3 kJ/mol. Its net charge is 0.


Entry 4:
Computed, not measured: C24H19N5O6SeZn as an isolated structure, with the ωB97M-V functional and the def2-TZVPD basis.

Structure (XYZ):
```
56
Properties=species:S:1:pos:R:3:lowdin_charge:R:1
Zn -0.28 0.74 0.54 0.857
O 1.24 5.68 -2.50 0.081
C 0.84 4.57 -1.83 -0.270
C -0.47 4.40 -1.38 0.077
C -0.77 3.23 -0.71 -0.149
N 0.17 2.32 -0.56 0.051
C 1.43 2.48 -0.90 -0.144
C 1.83 3.61 -1.57 0.089
C 2.33 1.35 -0.36 -0.570
O 3.48 1.29 -0.75 0.056
O 1.74 0.57 0.49 -0.094
C -2.08 2.88 0.01 -0.589
O -3.04 3.61 -0.16 0.060
O -1.99 1.84 0.76 -0.090
H 0.48 6.26 -2.63 0.116
H -1.23 5.16 -1.51 0.131
H 2.86 3.77 -1.86 0.136
Se 0.12 -3.49 -1.18 1.138
N 1.40 -2.28 -1.32 -0.207
C 2.48 -2.81 -0.77 -0.399
C 3.73 -2.12 -0.61 -0.010
C 4.75 -2.77 -0.01 -0.070
C 4.61 -4.12 0.47 -0.079
C 3.45 -4.81 0.36 -0.035
C 2.33 -4.16 -0.26 -0.413
N 1.14 -4.71 -0.39 -0.235
H 3.81 -1.09 -0.93 0.097
H 5.69 -2.26 0.13 0.106
H 5.47 -4.60 0.94 0.101
H 3.35 -5.82 0.73 0.109
C -2.09 -4.36 3.47 0.015
N -2.41 -3.18 2.68 -0.065
N -1.37 -2.44 2.14 0.068
C -1.83 -1.79 1.02 -0.423
O -1.09 -1.03 0.35 -0.097
C -3.17 -2.20 0.82 0.086
C -3.46 -3.07 1.83 -0.248
C -4.70 -3.88 2.06 -0.003
C -0.28 -1.99 2.95 -0.188
C -0.49 -1.64 4.28 -0.026
C 0.58 -1.18 5.02 -0.070
C 1.83 -1.03 4.44 -0.067
C 2.02 -1.35 3.10 -0.047
C 0.96 -1.86 2.35 -0.008
H -1.23 -4.15 4.09 0.087
H -1.87 -5.21 2.83 0.105
H -2.94 -4.59 4.11 0.096
H -3.82 -1.85 0.04 0.130
H -5.46 -3.58 1.34 0.089
H -5.08 -3.72 3.07 0.092
H -4.50 -4.94 1.93 0.091
H -1.48 -1.71 4.71 0.119
H 0.43 -0.91 6.06 0.107
H 2.66 -0.64 5.02 0.107
H 2.98 -1.21 2.62 0.115
H 1.11 -2.11 1.32 0.085
```

Its multiplicity is 1. The energy relative to the best compared isomer or geometry (same formula, charge and spin) comes out at 102.3 kJ/mol. Its net charge is 0.


Entry 5:
Computed, not measured: one molecule with the formula C2H5F in a non-equilibrium geometry, with the ωB97M-V functional and the def2-TZVPD basis.

Structure (XYZ):
```
8
Properties=species:S:1:pos:R:3:lowdin_charge:R:1
C 0.49 0.51 -0.40 -0.078
C -0.42 -0.47 0.36 -0.294
F -1.30 0.09 1.26 -0.046
H 0.96 -0.13 -1.11 0.062
H -0.21 1.16 -0.94 0.078
H 1.16 0.98 0.35 0.091
H -1.02 -1.04 -0.27 0.092
H 0.35 -1.10 0.74 0.095
```

As for the structure (SMILES): CCF. Its multiplicity is 1. The energy relative to the best compared isomer or geometry (same formula, charge and spin) comes out at 32.0 kJ/mol. Its net charge is 0.


Entry 6:
Computed, not measured: a 7-piece molecular cluster, CH14O9 overall in a non-equilibrium geometry, with the ωB97M-V functional and the def2-TZVPD basis.

Structure (XYZ):
```
24
Properties=species:S:1:pos:R:3:lowdin_charge:R:1
O 17.53 -29.81 2.34 0.193
H 17.07 -29.49 1.53 0.040
H 16.84 -30.35 2.87 0.148
H 17.77 -29.00 2.89 0.090
C 15.46 -29.87 -0.07 -0.810
O 14.69 -29.92 -1.07 -0.010
O 15.28 -30.65 0.98 0.098
O 16.52 -29.27 0.05 -0.037
H 14.60 -31.28 0.83 0.106
O 17.47 -26.77 1.14 -0.028
H 17.02 -26.87 0.28 0.077
H 18.36 -26.96 0.98 0.031
O 15.41 -30.15 4.17 0.002
H 14.67 -29.63 3.90 0.037
H 15.74 -29.73 4.93 0.029
O 15.14 -27.38 2.48 -0.046
H 14.61 -26.70 2.93 0.054
H 15.98 -27.06 2.18 -0.034
O 18.29 -28.41 -1.94 -0.062
H 17.89 -27.55 -1.87 0.009
H 17.94 -28.88 -1.17 -0.004
O 17.93 -27.70 3.97 -0.037
H 18.19 -26.98 3.36 0.066
H 18.30 -27.49 4.84 0.090
```

Its multiplicity is 1. Its net charge is 0.


Number 1: E_tot -609.7774 Ha, gap between HOMO and LUMO 8.80 eV. Number 2: E_tot -283.9038 Ha, gap between HOMO and LUMO 10.52 eV. Number 3: E_tot -324.6196 Ha, gap between HOMO and LUMO 10.62 eV. Number 4: E_tot -5832.0355 Ha, gap between HOMO and LUMO 8.30 eV. Number 5: E_tot -179.0413 Ha, gap between HOMO and LUMO 12.67 eV. Number 6: E_tot -723.6515 Ha, gap between HOMO and LUMO 7.91 eV.